14 unconnected molecules or ions with the total composition C75H149N7O31 in a non-equilibrium geometry, computed with ωB97M-V/def2-TZVPD.

Structure (XYZ):
```
262
Properties=species:S:1:pos:R:3:forces:R:3:mulliken_charge:R:1
C -4.502 0.680 -1.373 -1.0 0.6 -0.5 0.013
C -5.522 -0.347 -1.893 1.3 0.3 0.7 -0.189
O -5.564 -0.064 -3.309 -2.7 -4.1 1.0 -0.395
C -4.944 1.009 -3.635 1.0 0.5 0.2 0.694
O -4.907 1.474 -4.723 0.1 0.7 -0.6 -0.561
O -4.321 1.434 -2.557 2.3 3.0 0.9 -0.303
H -3.561 0.258 -1.021 0.0 0.0 -0.3 0.010
H -4.893 1.323 -0.584 0.0 0.1 -0.1 0.185
H -6.503 -0.267 -1.424 0.1 -0.1 -0.4 0.285
H -4.975 -1.244 -1.603 -1.0 -0.9 -1.0 0.257
C 5.261 0.293 -0.531 1.2 -1.8 -1.8 -0.335
C 5.480 0.752 -1.980 -1.8 -0.9 0.6 -0.264
O 5.634 2.110 -1.760 1.6 2.6 -0.7 -0.324
C 5.151 2.499 -0.571 -0.2 3.0 0.3 0.736
O 5.024 3.648 -0.168 0.4 -2.6 -1.2 -0.593
O 4.801 1.424 0.095 -1.2 -0.2 2.2 -0.325
H 6.269 0.037 -0.204 -0.1 -0.2 0.8 0.303
H 4.601 -0.573 -0.476 -0.1 0.3 0.4 0.311
H 4.554 0.727 -2.555 0.1 -0.9 -0.4 0.197
H 6.317 0.227 -2.440 0.0 0.5 -0.2 0.294
C -4.135 6.895 -4.382 -0.4 -0.8 0.9 -0.259
C -3.133 6.442 -3.255 -1.3 0.5 -1.7 -0.158
O -2.307 7.582 -3.214 1.4 0.4 0.7 -0.270
C -2.481 8.427 -4.247 0.9 3.1 -0.2 0.664
O -1.798 9.437 -4.467 -1.9 -3.3 0.7 -0.591
O -3.610 8.115 -4.921 0.6 -0.8 0.0 -0.337
H -5.114 7.116 -3.958 0.0 0.0 -0.1 0.262
H -4.251 6.085 -5.103 0.1 0.5 -0.4 0.285
H -2.567 5.560 -3.555 0.1 0.1 0.1 0.202
H -3.684 6.258 -2.332 0.5 0.2 0.2 0.198
C -1.307 5.190 8.016 -2.2 0.2 -0.7 -0.172
C -0.831 5.172 6.564 0.0 0.8 -0.1 -0.199
O 0.582 5.186 6.758 0.7 0.4 -0.6 -0.302
C 0.910 5.044 8.038 3.1 -3.2 2.5 0.659
O 2.041 4.780 8.501 -3.8 1.8 -2.0 -0.571
O -0.221 4.880 8.814 1.7 0.3 -0.5 -0.319
H -2.102 4.455 8.140 0.0 0.1 0.4 0.258
H -1.666 6.179 8.302 -0.2 0.0 -0.1 0.216
H -1.143 6.045 5.991 0.3 0.4 0.4 0.212
H -1.161 4.376 5.895 0.4 -0.7 0.6 0.217
C 0.436 10.777 -0.235 1.5 0.3 -2.3 -0.294
C -0.810 11.626 -0.304 1.1 1.2 -1.0 -0.203
O -1.414 11.292 0.887 -2.1 0.5 2.1 -0.324
C -1.048 10.105 1.322 -0.1 -2.8 1.4 0.712
O -1.602 9.421 2.194 2.0 2.3 -2.8 -0.581
O 0.068 9.743 0.564 -1.7 -2.3 3.0 -0.327
H 1.342 11.256 0.136 -0.3 0.5 0.5 0.246
H 0.798 10.319 -1.155 -0.5 0.3 -0.5 0.274
H -1.528 11.435 -1.101 0.4 -0.1 -0.3 0.253
H -0.520 12.675 -0.263 -0.4 0.1 -0.2 0.243
C 5.135 -7.631 -1.007 1.2 0.6 1.2 -0.181
C 5.939 -6.506 -0.325 0.8 -1.5 0.2 -0.278
O 5.346 -5.416 -0.918 1.5 4.2 2.0 -0.350
C 4.798 -5.592 -2.068 -1.4 -0.7 -1.4 0.763
O 4.381 -4.742 -2.818 0.7 -1.5 0.9 -0.569
O 4.714 -6.946 -2.193 -1.2 -1.3 -1.1 -0.355
H 4.443 -7.897 -0.208 -1.3 -0.2 -1.0 0.182
H 5.710 -8.522 -1.261 0.0 0.3 -0.2 0.314
H 7.005 -6.630 -0.514 0.2 0.6 -0.5 0.226
H 5.866 -6.354 0.751 -0.4 -0.5 0.0 0.244
C 5.805 -3.358 -7.788 -0.7 -1.5 -0.6 -0.278
C 4.440 -3.923 -8.404 2.2 0.4 0.7 -0.241
O 3.538 -2.951 -7.968 -0.7 1.1 -0.2 -0.322
C 4.152 -1.841 -7.471 -4.3 3.3 0.9 0.697
O 3.485 -0.814 -7.158 3.1 -4.0 -1.2 -0.605
O 5.445 -2.012 -7.349 1.7 -1.3 -0.1 -0.307
H 6.645 -3.420 -8.480 -0.4 1.1 -0.6 0.292
H 6.210 -4.060 -7.059 -0.6 0.7 1.2 0.247
H 4.108 -4.881 -8.004 0.3 0.0 0.0 0.280
H 4.583 -3.977 -9.483 -0.6 0.2 -0.1 0.231
C -6.123 -3.431 3.386 -1.8 -0.3 -0.7 -2.021
C -5.305 -2.864 4.508 0.7 1.5 -0.7 1.667
C -4.172 -3.855 4.697 1.7 1.0 1.9 -1.152
C -3.033 -3.226 5.569 0.7 0.2 -1.1 -0.697
C -2.387 -2.072 4.767 -1.5 -0.5 0.6 -1.308
C -3.486 -1.021 4.425 1.2 0.1 -0.5 1.970
N -4.716 -1.610 3.908 0.8 -1.3 -1.1 0.171
O -5.676 -0.634 3.486 0.8 -1.0 0.9 -0.406
C -3.801 -0.220 5.666 -0.3 -0.2 0.5 -1.662
C -2.804 -0.162 3.355 -1.2 1.4 -0.2 -2.315
C -6.089 -2.665 5.808 -0.8 -0.1 0.2 -1.719
H -7.083 -2.946 3.212 0.1 0.6 0.1 0.393
H -6.468 -4.452 3.549 0.6 -0.3 0.2 0.415
H -5.561 -3.349 2.455 0.0 -0.2 0.1 0.393
H -4.539 -4.705 5.274 -0.2 -0.3 -0.4 0.471
H -3.696 -4.145 3.761 -0.4 -0.2 -0.1 0.410
H -2.224 -3.945 5.695 -0.3 -0.3 0.5 0.438
H -3.407 -2.872 6.529 0.1 -0.2 0.1 0.295
H -1.858 -2.501 3.916 -0.5 0.1 -0.5 0.344
H -1.586 -1.533 5.271 -0.2 0.0 0.5 0.511
H -2.860 0.048 6.145 -0.3 0.5 0.3 0.388
H -4.477 0.615 5.482 0.5 0.5 -0.3 0.407
H -4.422 -0.834 6.318 0.5 -0.1 0.4 0.297
H -1.895 0.359 3.655 0.4 -0.7 0.4 0.374
H -2.671 -0.684 2.408 0.1 -0.1 0.2 0.415
H -3.446 0.703 3.189 -0.3 0.0 -0.5 0.423
H -6.789 -1.829 5.824 -0.3 0.1 -0.7 0.349
H -5.577 -2.461 6.748 0.7 -0.5 -0.3 0.361
H -6.691 -3.565 5.929 -0.1 0.0 0.3 0.431
H -6.034 -0.350 4.330 -0.6 0.6 0.2 0.356
C 5.235 8.445 -3.493 0.6 -1.1 -0.5 -1.803
C 6.765 8.669 -3.645 0.4 -2.0 0.4 1.568
C 7.487 7.235 -3.649 0.0 1.2 -0.1 -1.267
C 8.969 7.333 -4.118 -1.7 -0.6 1.1 -0.585
C 9.033 8.005 -5.444 0.4 0.0 -0.5 -1.076
C 8.452 9.398 -5.530 -0.8 0.3 -0.5 1.370
N 7.039 9.304 -4.941 1.0 -0.7 -1.2 0.051
O 6.380 10.530 -5.061 0.0 0.1 0.1 -0.442
C 9.334 10.423 -4.845 0.0 0.3 0.8 -1.503
C 8.403 9.871 -7.042 -1.4 -1.3 1.1 -1.874
C 7.182 9.405 -2.383 0.2 1.5 -0.5 -1.701
H 4.602 9.330 -3.432 0.3 0.0 0.0 0.359
H 5.095 7.791 -2.632 -0.1 0.3 0.4 0.422
H 4.910 7.801 -4.310 -0.2 0.3 -0.4 0.434
H 7.401 6.805 -2.651 0.1 0.2 0.2 0.441
H 6.939 6.531 -4.276 0.0 0.2 -0.4 0.446
H 9.329 6.309 -4.218 0.2 0.0 0.0 0.358
H 9.596 7.829 -3.378 0.0 0.1 0.1 0.321
H 8.473 7.397 -6.155 0.3 -0.1 -0.3 0.341
H 10.101 8.043 -5.655 0.0 0.1 -0.8 0.326
H 10.123 10.798 -5.497 0.1 -0.3 0.0 0.486
H 8.760 11.311 -4.581 0.0 0.2 0.1 0.278
H 9.758 10.027 -3.922 0.1 0.1 0.0 0.321
H 7.810 9.179 -7.640 -0.1 -0.3 0.1 0.411
H 7.819 10.791 -7.061 0.7 0.4 -0.3 0.404
H 9.397 9.845 -7.488 0.0 0.6 0.2 0.421
H 6.796 10.408 -2.568 -0.4 0.3 0.7 0.423
H 8.238 9.619 -2.221 0.2 -0.7 0.0 0.295
H 6.715 8.968 -1.501 0.1 0.1 -0.1 0.429
H 6.977 11.132 -4.611 -0.1 0.8 0.2 0.350
C -0.286 -9.941 -1.633 -1.3 -0.6 -0.1 -1.717
C -1.079 -9.994 -2.989 0.4 3.2 0.5 1.645
C -0.846 -11.227 -3.738 1.3 -2.9 0.7 -1.376
C -1.486 -12.436 -3.049 -1.1 1.7 -0.4 -0.595
C -2.974 -12.093 -3.130 -1.7 -1.5 -1.0 -1.471
C -3.499 -10.773 -2.472 1.2 -1.0 0.2 1.672
N -2.556 -9.713 -2.857 0.7 -0.8 -1.4 0.269
O -2.825 -8.511 -2.189 0.1 0.1 0.5 -0.467
C -4.934 -10.444 -2.998 0.9 0.0 0.3 -1.921
C -3.479 -11.046 -0.963 -0.3 0.7 0.1 -1.711
C -0.437 -8.858 -3.848 0.4 0.0 -0.2 -1.901
H 0.796 -10.053 -1.710 0.0 0.4 -0.5 0.437
H -0.590 -10.760 -0.980 -0.2 0.1 0.2 0.300
H -0.587 -8.996 -1.181 0.4 0.0 0.3 0.410
H -1.123 -11.279 -4.790 -0.4 0.6 0.1 0.424
H 0.213 -11.485 -3.728 0.5 0.7 -0.1 0.445
H -1.348 -12.542 -1.973 0.9 0.2 -0.1 0.276
H -1.060 -13.305 -3.550 -0.9 -0.4 0.0 0.395
H -3.496 -12.968 -2.743 -0.5 0.2 0.8 0.451
H -3.424 -12.113 -4.123 0.7 0.2 -0.7 0.493
H -5.415 -9.662 -2.410 0.0 -0.2 0.3 0.401
H -4.921 -10.062 -4.019 0.3 -0.2 -0.1 0.445
H -5.532 -11.355 -2.974 -0.1 0.1 0.1 0.397
H -3.469 -10.081 -0.455 -0.4 -0.1 0.3 0.361
H -4.357 -11.642 -0.712 0.0 0.1 0.3 0.445
H -2.587 -11.566 -0.613 0.0 -0.1 -0.3 0.335
H 0.650 -8.937 -3.807 0.2 -0.4 0.2 0.412
H -0.585 -7.821 -3.547 -0.6 -0.1 0.2 0.396
H -0.651 -8.975 -4.910 -0.5 0.1 0.0 0.412
H -3.148 -7.932 -2.883 0.0 0.1 -0.1 0.338
C 2.802 -11.521 3.310 -1.7 -1.0 -1.0 -1.988
C 2.642 -10.571 4.461 1.4 1.4 1.4 1.487
C 4.146 -10.237 4.825 -0.8 0.3 0.3 -1.127
C 4.303 -9.006 5.689 0.5 -1.3 0.6 -0.791
C 3.572 -7.830 5.150 1.1 0.9 0.4 -1.062
C 2.120 -8.043 4.824 -0.3 1.2 0.7 1.273
N 1.980 -9.282 4.044 2.3 0.2 0.2 0.528
O 0.708 -9.451 3.535 -0.9 -0.4 -0.1 -0.471
C 1.357 -8.043 6.212 -1.4 -1.0 -1.4 -1.619
C 1.633 -6.732 3.984 0.3 -2.7 0.7 -1.817
C 1.971 -11.267 5.697 0.0 0.7 -1.2 -1.741
H 3.374 -12.404 3.595 0.5 0.3 0.0 0.404
H 3.136 -11.084 2.369 0.7 0.3 0.3 0.385
H 1.863 -11.971 2.988 -0.5 0.0 0.3 0.451
H 4.546 -11.075 5.396 0.0 -0.3 -0.3 0.433
H 4.737 -10.117 3.917 -0.1 -0.1 -0.2 0.424
H 5.368 -8.823 5.832 0.2 0.4 -0.4 0.390
H 4.030 -9.262 6.713 -0.6 0.1 0.1 0.356
H 4.146 -7.418 4.319 -0.2 -0.1 -0.4 0.347
H 3.647 -7.087 5.944 -0.3 0.5 -0.2 0.403
H 0.333 -8.294 5.935 -0.5 0.4 -0.1 0.410
H 1.534 -8.903 6.858 0.9 0.4 0.1 0.269
H 1.314 -7.099 6.756 0.4 0.0 -0.1 0.403
H 1.877 -5.852 4.579 -0.4 0.0 -0.1 0.405
H 2.141 -6.702 3.020 0.3 0.0 0.1 0.353
H 0.582 -6.927 3.770 -0.1 0.7 0.2 0.429
H 2.292 -12.308 5.660 -0.5 -0.1 0.3 0.466
H 0.903 -11.100 5.559 -0.2 -0.7 0.0 0.368
H 2.195 -10.820 6.666 0.5 0.0 -0.2 0.295
H 0.880 -9.415 2.591 -0.4 0.0 -0.2 0.338
C 1.046 4.392 -7.085 1.6 -0.4 -0.7 -0.682
O 0.157 4.032 -8.124 0.3 0.4 0.2 -0.384
C -0.710 3.006 -7.737 -3.2 0.9 0.0 -0.670
C -1.625 2.599 -8.967 1.7 -0.1 2.0 -0.728
N -0.816 1.620 -9.632 -1.2 0.2 -0.9 -0.253
C -1.377 1.275 -10.963 2.2 0.4 0.9 -0.594
C -0.487 0.138 -11.412 0.1 -0.9 -0.7 -0.624
O 0.802 0.480 -12.044 -1.6 -1.0 -1.4 -0.413
C 1.707 1.289 -11.342 -1.2 0.0 1.2 -0.467
H 0.745 4.738 -6.096 -1.3 -0.2 -0.1 0.254
H 1.681 5.201 -7.444 0.0 -0.1 -0.3 0.273
H 1.674 3.514 -6.935 0.4 0.0 0.4 0.303
H -1.363 3.453 -6.987 -0.4 0.0 0.3 0.488
H -0.293 2.145 -7.215 0.7 -0.2 -0.6 0.352
H -1.826 3.472 -9.588 -0.2 0.3 0.1 0.326
H -2.546 2.115 -8.641 -0.1 0.3 0.2 0.436
H 0.066 2.096 -9.755 0.2 -0.4 -0.2 0.043
H -1.278 2.107 -11.660 0.0 0.3 -0.3 0.351
H -2.446 1.069 -10.898 0.1 -0.5 0.2 0.492
H -1.089 -0.511 -12.048 0.6 0.3 -1.2 0.378
H -0.356 -0.568 -10.592 0.6 0.4 0.6 0.357
H 2.005 0.695 -10.477 0.3 0.5 0.5 0.288
H 1.130 2.177 -11.083 0.7 0.4 0.4 0.201
H 2.601 1.639 -11.859 -0.3 -0.6 -0.7 0.282
C -5.865 7.272 6.829 1.2 0.2 -0.4 -0.801
O -6.134 6.545 7.992 0.5 -1.6 -1.2 -0.285
C -6.741 7.207 9.024 -0.8 1.8 -0.6 -0.531
C -6.692 6.408 10.247 0.6 -0.7 1.6 -0.623
N -6.853 7.208 11.486 0.5 -0.9 -1.3 -0.367
C -6.771 6.247 12.586 -1.5 1.9 0.4 -0.482
C -7.248 6.926 13.909 0.3 -2.3 -0.6 -0.621
O -8.687 6.822 14.072 1.9 0.9 -1.0 -0.307
C -9.100 7.469 15.244 -0.5 -0.6 0.6 -0.688
H -5.804 6.631 5.950 -0.4 -0.4 0.2 0.277
H -4.851 7.661 6.929 0.2 0.5 0.0 0.286
H -6.514 8.107 6.565 -0.5 0.0 0.5 0.330
H -7.773 7.382 8.722 -0.5 0.3 0.2 0.307
H -6.306 8.195 9.178 0.3 0.2 0.2 0.405
H -5.756 5.860 10.355 0.6 0.5 -0.2 0.327
H -7.348 5.543 10.150 -0.9 0.0 0.2 0.276
H -7.759 7.655 11.464 -0.3 0.0 0.2 0.252
H -5.740 5.903 12.665 -0.1 0.0 0.1 0.347
H -7.446 5.434 12.316 0.1 -0.6 0.6 0.323
H -6.824 7.925 14.009 -0.5 0.3 -0.2 0.400
H -6.745 6.293 14.639 -0.2 0.1 0.8 0.365
H -9.058 6.735 16.049 -0.2 0.0 0.4 0.262
H -10.134 7.782 15.095 0.1 0.1 0.1 0.243
H -8.484 8.304 15.577 0.1 0.2 -0.4 0.307
C -1.213 4.007 0.606 -0.2 0.8 -0.3 -0.896
O -0.873 3.054 -0.368 -2.0 -1.2 0.3 -0.061
C 0.403 3.039 -0.909 0.7 0.8 -1.4 -0.836
C 0.481 2.075 -2.111 0.0 0.9 0.8 -0.601
N 0.619 0.789 -1.514 -0.1 -1.1 -1.7 -0.174
C 0.451 -0.254 -2.555 0.5 -1.9 2.9 -0.607
C 0.395 -1.629 -1.774 -0.4 1.1 -0.5 -0.836
O -0.844 -1.639 -1.054 0.9 1.2 -0.2 -0.089
C -1.238 -2.809 -0.421 -1.0 -0.8 -1.2 -0.845
H -0.576 4.016 1.491 0.6 0.3 -0.3 0.311
H -2.214 3.922 1.030 -0.2 -1.2 -0.4 0.249
H -1.345 4.961 0.096 0.9 0.6 0.3 0.326
H 1.093 2.695 -0.139 0.5 0.3 -0.1 0.328
H 0.655 4.008 -1.338 0.3 0.5 0.6 0.442
H 1.285 2.275 -2.819 0.7 0.2 0.5 0.447
H -0.369 2.179 -2.786 -0.8 0.1 0.3 0.298
H -0.105 0.754 -0.811 -0.3 -0.7 0.0 0.203
H 1.357 -0.300 -3.159 -0.1 0.3 -0.2 0.401
H -0.449 -0.190 -3.165 -0.1 0.3 -0.1 0.259
H 1.218 -1.717 -1.065 0.2 0.2 0.1 0.349
H 0.529 -2.428 -2.503 -0.6 -0.4 0.0 0.484
H -1.583 -3.455 -1.228 0.1 -0.8 0.0 0.376
H -2.160 -2.596 0.120 0.3 0.2 0.5 0.173
H -0.511 -3.358 0.177 0.3 0.4 0.2 0.303
```
Forces are in eV/Å.

* E_tot: -5662.2313 hartree
* multiplicity: 1
* HOMO energy: -0.3019 Eh
* F_max: 0.107 Eh/bohr
* ΔE to the lowest compared entry with this formula, charge and spin: 5.6 kcal/mol